[1]
Molecular formula: C57H46I2N5OP2RuSSbSe2
Method: DFT, wB97M-V/def2-TZVPD

Lowest unoccupied orbital energy = -5.92 eV
Total charge = +2
Molecular weight = 1545.60 g mol⁻¹
HOMO-LUMO gap = 5.98 eV
Strongest force on any atom = 0.70 eV Å⁻¹

Atoms and positions in Å:
Ru -0.002 -0.298 0.020
I 0.876 -1.607 7.302
C 0.964 -1.431 5.240
C 2.021 -2.185 4.554
C 2.253 -2.062 3.240
I 3.733 -3.113 2.240
C 1.403 -1.203 2.433
O 1.572 -1.070 1.234
C 0.154 -0.565 3.078
C 0.031 0.939 2.666
N -0.769 1.018 1.454
C -1.008 2.311 0.794
C -1.723 1.978 -0.498
C -2.583 2.868 -1.109
C -3.207 2.505 -2.293
C -2.955 1.249 -2.818
C -2.092 0.402 -2.148
N -1.484 0.752 -1.009
C 0.088 -0.693 4.570
H 2.621 -2.863 5.148
H 1.026 1.324 2.448
H -0.399 1.512 3.490
H -1.684 0.627 1.665
H -0.046 2.788 0.600
H -1.613 2.983 1.405
H -2.757 3.838 -0.661
H -3.879 3.191 -2.791
H -3.419 0.916 -3.736
H -1.857 -0.583 -2.526
H -0.711 -0.161 5.071
Se -2.343 -4.765 5.186
P -2.576 -4.853 3.123
C -4.271 -4.725 2.510
C -4.548 -4.917 1.159
C -5.848 -4.823 0.693
C -6.877 -4.534 1.582
C -6.604 -4.343 2.929
C -5.301 -4.438 3.398
C -1.852 -6.320 2.377
C -2.642 -7.453 2.202
C -2.044 -8.672 1.916
C -0.664 -8.760 1.809
C 0.125 -7.627 1.971
C -0.466 -6.409 2.260
C -1.741 -3.391 2.318
C -1.436 -2.882 1.008
N -0.967 -1.653 1.173
N -0.948 -1.425 2.493
N -1.381 -2.465 3.189
P -1.289 -3.407 -0.738
Se 0.256 -2.160 -1.661
C -0.820 -5.126 -0.912
C 0.541 -5.441 -0.899
C 0.945 -6.743 -1.141
C 0.001 -7.729 -1.393
C -1.352 -7.422 -1.387
C -1.767 -6.123 -1.148
C -2.894 -3.117 -1.488
C -3.805 -2.249 -0.890
C -4.980 -1.919 -1.549
C -5.244 -2.453 -2.803
C -4.334 -3.316 -3.403
C -3.155 -3.644 -2.754
H -3.746 -5.162 0.473
H -6.061 -4.982 -0.357
H -7.897 -4.470 1.224
H -7.409 -4.129 3.620
H -5.075 -4.307 4.449
H -3.717 -7.393 2.321
H -2.657 -9.557 1.799
H -0.198 -9.717 1.607
H 1.202 -7.699 1.893
H 0.156 -5.535 2.433
H 1.275 -4.665 -0.721
H 1.999 -6.988 -1.140
H 0.320 -8.743 -1.594
H -2.086 -8.193 -1.578
H -2.823 -5.888 -1.184
H -3.613 -1.842 0.095
H -5.693 -1.257 -1.078
H -6.165 -2.202 -3.313
H -4.543 -3.732 -4.380
H -2.440 -4.302 -3.234
S 1.534 1.349 -0.890
Sb 2.967 0.299 -2.357
C 1.868 -0.422 -3.989
C 2.315 -1.484 -4.769
C 1.555 -1.902 -5.853
C 0.360 -1.261 -6.151
C -0.080 -0.198 -5.372
C 0.670 0.223 -4.284
C 4.304 1.760 -3.030
C 4.319 3.022 -2.448
C 5.216 3.974 -2.913
C 6.086 3.663 -3.949
C 6.067 2.400 -4.528
C 5.176 1.442 -4.069
C 4.168 -1.266 -1.637
C 3.847 -2.602 -1.855
C 4.747 -3.590 -1.481
C 5.953 -3.245 -0.884
C 6.261 -1.910 -0.650
C 5.373 -0.916 -1.033
H 3.253 -1.980 -4.550
H 1.900 -2.722 -6.468
H -0.226 -1.586 -7.001
H -1.004 0.309 -5.618
H 0.323 1.045 -3.667
H 3.636 3.265 -1.643
H 5.234 4.960 -2.467
H 6.782 4.409 -4.309
H 6.745 2.163 -5.337
H 5.166 0.458 -4.527
H 2.904 -2.877 -2.314
H 4.513 -4.630 -1.670
H 6.660 -4.017 -0.608
H 7.201 -1.642 -0.186
H 5.637 0.124 -0.882

Cartesian forces (eV/Å) of the 2 atoms listed first:
0.189 0.045 -0.159
-0.001 -0.009 0.001

Results of the Löwdin charge analysis, in e, for atoms 1 through 6: 0.6736 1.0010 -0.7171 -0.1451 -0.6351 1.0557


[2]
Molecular formula: C57H47IN4O2PbS2SbSe2Te2
Method: DFT, wB97M-V/def2-TZVPD

Lowest unoccupied orbital energy = 1.40 eV
Total charge = -1
Molecular weight = 1753.15 g mol⁻¹
HOMO-LUMO gap = 5.26 eV
Strongest force on any atom = 2.87 eV Å⁻¹

Atoms and positions in Å:
Pb -0.159 -1.592 1.998
Se 0.007 -3.774 3.642
Te -2.213 -4.626 3.030
Te -3.925 -2.827 4.079
Se -3.446 -0.850 2.592
S 2.856 -7.316 -3.598
C 1.663 -8.493 -3.926
C 0.397 -8.043 -3.584
C 0.431 -6.763 -2.963
C 1.668 -6.217 -2.899
C 2.050 -4.890 -2.370
C 1.323 -4.265 -1.325
N 1.550 -3.057 -0.875
C 2.631 -2.400 -1.313
C 3.553 -2.951 -2.282
C 4.679 -2.253 -2.793
C 4.860 -0.998 -2.436
C 3.961 -0.342 -1.479
C 4.385 0.848 -0.935
C 3.609 1.406 0.116
C 2.489 0.678 0.555
N 2.177 -0.538 0.130
C 2.915 -1.015 -0.875
C 4.076 2.695 0.698
C 4.419 2.915 1.975
C 4.772 4.244 2.298
C 4.868 5.014 1.177
S 4.363 4.141 -0.193
C 3.216 -4.224 -2.801
H 1.911 -9.454 -4.449
H -0.577 -8.534 -3.845
H -0.413 -6.321 -2.447
H 0.510 -4.784 -0.818
H 5.313 -2.747 -3.521
H 5.619 -0.440 -2.997
H 5.243 1.378 -1.354
H 1.877 1.068 1.358
H 4.235 2.116 2.728
H 5.098 4.548 3.298
H 5.096 6.073 1.105
H 3.872 -4.581 -3.622
I 3.165 -2.446 2.806
C 3.189 -0.736 4.109
C 4.243 -0.542 4.935
C 4.339 0.495 5.876
C 3.300 1.359 5.948
C 2.088 1.173 5.204
C 0.999 2.122 5.404
C -0.233 1.871 4.920
C -0.351 0.720 4.047
C 0.683 -0.127 3.693
C 1.959 0.046 4.309
H 5.142 -1.201 4.909
H 5.247 0.617 6.455
H 3.424 2.318 6.537
H 1.305 3.050 5.899
H -1.081 2.540 4.967
H -1.306 0.471 3.708
O -0.068 -3.602 -5.938
C -0.339 -4.676 -5.948
C 0.853 3.454 2.275
C -0.592 3.824 2.437
C -0.992 4.686 3.454
C -2.330 5.040 3.525
C -3.302 4.460 2.703
C -2.892 3.503 1.822
C -1.551 3.312 1.602
Sb -0.881 1.797 0.151
C 0.061 3.169 -1.251
C 0.033 4.543 -0.959
C 0.734 5.444 -1.771
C 1.384 4.980 -2.901
C 1.501 3.581 -3.125
C 0.843 2.669 -2.330
C 0.891 1.234 -2.714
C -2.633 1.537 -1.011
C -2.983 0.200 -1.293
C -3.826 -0.130 -2.343
C -4.500 0.875 -3.009
C -4.191 2.185 -2.729
C -3.256 2.533 -1.792
C -2.961 4.013 -1.648
H 1.463 4.058 2.908
H 1.191 3.538 1.261
H 1.038 2.439 2.503
H -0.280 5.172 4.097
H -2.626 5.805 4.283
H -4.335 4.700 2.754
H -3.555 3.040 1.154
H -0.521 4.833 -0.046
H 0.786 6.478 -1.497
H 1.906 5.662 -3.486
H 2.169 3.287 -3.881
H 0.950 0.501 -1.860
H 1.758 1.128 -3.329
H 0.041 0.950 -3.383
H -2.376 -0.566 -0.728
H -4.014 -1.122 -2.643
H -5.162 0.685 -3.888
H -4.640 2.987 -3.310
H -3.922 4.532 -1.595
H -2.391 4.409 -2.477
H -2.482 4.212 -0.651
N -3.384 -5.482 -2.872
C -3.710 -4.477 -2.408
N -4.265 -3.346 -1.932
C -5.694 -3.267 -2.263
C -6.561 -4.146 -1.317
O -6.275 -3.707 -0.012
C -4.911 -3.844 0.356
C -4.022 -3.026 -0.521
H -5.809 -3.571 -3.303
H -5.944 -2.245 -2.173
H -6.286 -5.182 -1.314
H -7.660 -3.947 -1.524
H -4.529 -4.903 0.276
H -4.860 -3.605 1.423
H -2.972 -3.220 -0.233
H -4.191 -1.946 -0.377

Cartesian forces (eV/Å) of the 2 atoms listed first:
-0.313 0.023 0.043
0.326 0.052 0.345

Results of the Löwdin charge analysis, in e, for atoms 1 through 6: 0.5948 -0.3908 0.0293 0.0615 -0.3559 0.9999


[3]
Molecular formula: C57H49N4O2S8SiTb
Method: DFT, wB97M-V/def2-TZVPD

Lowest unoccupied orbital energy (alpha / beta) = 3.44 / 2.55 eV
Multiplicity = 7
Total charge = -2
Molecular weight = 1265.59 g mol⁻¹
HOMO-LUMO gap (alpha / beta) = 3.52 / 3.86 eV
Strongest force on any atom = 4.98 eV Å⁻¹

Atoms and positions in Å:
Tb -1.845 0.121 -0.058
N -0.626 -0.297 1.690
S 0.543 -0.497 2.591
N 1.863 -1.402 2.141
S 1.843 -2.647 1.188
N 1.154 -2.526 -0.215
S 1.167 -1.445 -1.386
N -0.221 -0.694 -1.386
C 2.611 -0.296 -1.281
C 3.931 -0.742 -1.386
C 4.965 0.194 -1.323
C 4.763 1.570 -1.118
C 3.445 2.038 -1.174
C 2.355 1.105 -1.055
C 1.231 -2.441 -2.816
C 1.859 -2.041 -4.004
C 1.475 -2.733 -5.187
C 0.487 -3.774 -5.162
C 0.106 -4.293 -3.939
C 0.546 -3.669 -2.810
C 0.917 -4.034 1.742
C 1.449 -4.534 2.968
C 0.834 -5.508 3.733
C -0.206 -6.324 3.119
C -0.601 -6.076 1.792
C -0.139 -4.821 1.064
C 3.512 -3.123 1.007
C 3.832 -4.121 0.056
C 5.145 -4.579 -0.053
C 6.049 -4.190 0.965
C 5.765 -3.080 1.799
C 4.464 -2.561 1.836
C 1.631 0.914 3.049
C 3.052 0.787 2.973
C 3.836 1.656 3.654
C 3.304 2.795 4.350
C 1.918 2.877 4.453
C 1.080 1.944 3.780
C -0.084 -1.161 4.212
C 0.857 -1.619 5.144
C 0.451 -2.038 6.421
C -0.903 -2.051 6.796
C -1.851 -1.623 5.851
C -1.434 -1.214 4.576
H 4.149 -1.820 -1.485
H 5.984 -0.147 -1.409
H 5.626 2.198 -0.931
H 3.351 3.117 -1.125
H 1.403 1.562 -1.020
H 2.719 -1.358 -4.044
H 1.932 -2.459 -6.166
H 0.012 -4.040 -6.077
H -0.447 -5.242 -3.841
H 0.252 -4.095 -1.832
H 2.322 -4.140 3.491
H 1.115 -5.739 4.784
H -0.714 -7.069 3.792
H -1.060 -6.843 1.161
H 0.065 -5.156 -0.069
H 3.043 -4.419 -0.620
H 5.500 -5.168 -0.934
H 7.043 -4.583 0.985
H 6.497 -2.550 2.406
H 4.249 -1.743 2.547
H 3.554 0.058 2.320
H 4.900 1.584 3.648
H 3.990 3.511 4.804
H 1.420 3.708 4.993
H -0.022 2.047 3.758
H 1.951 -1.461 4.970
H 1.210 -2.403 7.125
H -1.073 -2.504 7.735
H -2.891 -1.687 6.140
H -2.124 -0.925 3.800
S -9.074 1.593 2.182
C -7.531 1.271 1.892
S -6.146 2.110 2.391
C -4.830 1.104 1.695
C -5.320 -0.081 1.150
S -4.391 -1.491 0.642
S -7.076 -0.287 1.029
S -3.230 1.837 2.137
O -3.299 -0.803 -1.977
H -2.907 -1.377 -2.691
H -4.285 -0.863 -1.924
H -0.994 -3.928 1.028
H -0.191 0.542 -2.012
O -1.586 1.822 -1.298
Si -2.005 3.195 -2.044
C -3.808 3.125 -2.606
C -4.268 3.847 -3.701
C -5.427 3.466 -4.411
C -6.255 2.498 -3.863
C -6.004 2.022 -2.525
C -4.794 2.271 -1.898
C -0.940 3.291 -3.578
C -1.388 2.905 -4.856
C -0.483 2.488 -5.822
C 0.946 2.471 -5.593
C 1.387 2.990 -4.379
C 0.465 3.375 -3.410
C -1.862 4.691 -0.969
C -1.369 5.881 -1.533
C -1.299 7.056 -0.842
C -1.723 7.136 0.477
C -2.088 5.977 1.134
C -2.176 4.739 0.417
H -3.576 4.572 -4.115
H -5.657 3.861 -5.366
H -7.028 2.094 -4.508
H -6.749 1.394 -1.983
H -4.501 1.683 -1.021
H -2.439 2.756 -5.018
H -0.860 2.067 -6.711
H 1.639 2.135 -6.383
H 2.444 3.104 -4.255
H 0.830 3.853 -2.489
H -0.932 5.851 -2.550
H -0.969 7.915 -1.378
H -1.757 8.070 0.978
H -2.324 5.821 2.178
H -2.655 3.863 0.872

Cartesian forces (eV/Å) of the 2 atoms listed first:
-2.067 -0.456 0.593
2.078 0.053 1.702

Results of the Löwdin charge analysis, in e, for atoms 1 through 6: 1.2351 -0.4876 0.8199 -0.4027 0.8489 -0.3849


[4]
Molecular formula: C57H51AsClN4OPSeSiTl
Method: DFT, wB97M-V/def2-TZVPD

Lowest unoccupied orbital energy = 2.10 eV
Total charge = -1
Molecular weight = 1260.84 g mol⁻¹
HOMO-LUMO gap = 7.04 eV
Strongest force on any atom = 0.46 eV Å⁻¹

Atoms and positions in Å:
Tl 0.221 0.301 1.520
Cl -2.504 1.833 2.855
C -2.426 3.493 2.340
C -2.735 4.473 3.273
C -2.743 5.801 2.886
C -2.447 6.144 1.570
C -2.109 5.153 0.665
C -2.074 3.810 1.037
P -1.510 2.495 -0.128
C -0.021 3.251 -0.871
C 0.404 2.845 -2.136
C 1.602 3.301 -2.660
C 2.413 4.139 -1.908
C 2.030 4.498 -0.624
C 0.821 4.056 -0.105
C -2.825 2.641 -1.406
C -2.779 3.416 -2.561
C -3.860 3.444 -3.432
C -5.002 2.705 -3.159
C -5.060 1.933 -2.006
C -3.976 1.896 -1.144
H -2.949 4.183 4.291
H -2.974 6.568 3.613
H -2.458 7.180 1.260
H -1.842 5.423 -0.350
H -0.186 2.135 -2.703
H 1.923 2.968 -3.639
H 3.358 4.480 -2.310
H 2.677 5.113 -0.013
H 0.549 4.324 0.908
H -1.898 4.002 -2.786
H -3.810 4.050 -4.328
H -5.840 2.728 -3.842
H -5.946 1.352 -1.785
H -4.014 1.279 -0.251
C -2.780 -2.760 4.721
C -2.436 -2.046 3.584
N -1.686 -0.945 3.625
C -1.234 -0.538 4.802
C -1.477 -1.209 5.996
C -2.295 -2.328 5.946
C -0.897 -0.707 7.251
C 0.336 -0.252 7.415
C 1.431 -0.282 6.431
C 2.483 0.618 6.529
C 3.476 0.532 5.576
N 3.455 -0.374 4.600
C 2.401 -1.186 4.598
N 1.392 -1.193 5.456
H -3.403 -3.641 4.646
H -2.777 -2.355 2.601
H -0.630 0.366 4.803
H -2.528 -2.871 6.855
H -1.575 -0.646 8.098
H 0.590 0.201 8.368
H 2.498 1.383 7.291
H 4.311 1.224 5.579
H 2.363 -1.922 3.805
C -1.011 -2.801 -0.386
As -2.248 -1.297 -0.537
C -1.724 -0.698 -2.318
C -3.921 -2.273 -1.019
C -3.775 -3.253 -2.135
C -3.379 -4.567 -1.893
C -3.188 -5.463 -2.934
C -3.392 -5.062 -4.247
C -3.794 -3.758 -4.504
C -3.983 -2.866 -3.459
H -1.047 -3.454 -1.258
H -1.200 -3.379 0.520
H -0.015 -2.359 -0.323
H -1.652 -1.543 -3.003
H -0.740 -0.240 -2.192
H -2.434 0.037 -2.704
H -4.635 -1.487 -1.273
H -4.266 -2.757 -0.103
H -3.209 -4.886 -0.871
H -2.873 -6.475 -2.719
H -3.239 -5.757 -5.062
H -3.959 -3.432 -5.523
H -4.288 -1.848 -3.667
Se 0.016 3.411 5.847
C 0.577 2.731 4.273
N 0.906 2.255 3.262
O 1.222 0.008 -0.821
Si 2.425 -0.734 -1.531
C 1.889 -2.409 -2.268
C 0.969 -2.455 -3.322
C 0.423 -3.648 -3.773
C 0.788 -4.846 -3.171
C 1.702 -4.833 -2.128
C 2.243 -3.629 -1.687
C 3.248 0.241 -2.946
C 3.316 -0.171 -4.279
C 3.970 0.588 -5.245
C 4.581 1.782 -4.894
C 4.537 2.210 -3.573
C 3.878 1.448 -2.621
C 3.919 -1.089 -0.415
C 5.041 -1.749 -0.928
C 6.161 -1.990 -0.148
C 6.191 -1.558 1.173
C 5.101 -0.885 1.701
C 3.979 -0.661 0.910
H 0.651 -1.530 -3.789
H -0.303 -3.645 -4.579
H 0.355 -5.779 -3.509
H 1.991 -5.761 -1.650
H 2.943 -3.642 -0.860
H 2.867 -1.112 -4.573
H 4.008 0.240 -6.270
H 5.094 2.374 -5.644
H 5.018 3.138 -3.287
H 3.852 1.797 -1.594
H 5.038 -2.075 -1.963
H 7.015 -2.507 -0.569
H 7.067 -1.737 1.785
H 5.126 -0.527 2.722
H 3.139 -0.113 1.329

Cartesian forces (eV/Å) of the 2 atoms listed first:
0.140 -0.261 -0.334
-0.093 0.130 -0.015

Results of the Löwdin charge analysis, in e, for atoms 1 through 6: 0.6864 0.6788 -0.6326 -0.1149 -0.0758 -0.0824


> Among the records above, which one has the highest total charge?

C57H46I2N5OP2RuSSbSe2


> Look up the total charge of the second one.

-1